Entry 1:
C5H12F2N2 | ωB97M-V with the def2-TZVPD basis set

Each line ends with the Mulliken charge.
CARTESIAN COORDINATES (ANGSTROEM)
C1 2.037 1.565 2.076  -1.154
C2 2.002 0.844 0.734  -0.422
C3 0.811 1.288 -0.119  -0.480
C4 -0.483 0.723 0.385  -0.464
C5 -1.683 -2.212 -1.547  0.710
N1 -1.466 1.573 0.338  -0.205
N2 -1.887 -3.561 -1.253  -0.565
F1 -2.843 -1.644 -1.942  -0.273
F2 -0.818 -1.999 -2.614  -0.334
H1 1.122 1.369 2.629  0.311
H2 2.132 2.641 1.934  0.303
H3 2.882 1.225 2.670  0.341
H4 1.923 -0.230 0.903  0.308
H5 2.929 1.037 0.191  0.325
H6 0.800 2.388 -0.216  0.406
H7 0.931 0.868 -1.123  0.197
H8 -1.270 -1.638 -0.699  0.076
H9 -2.397 1.291 0.609  0.240
H10 -1.385 2.548 0.024  0.211
H11 -2.294 -4.058 -2.038  0.228
H12 -1.042 -4.018 -0.943  0.241

Cartesian forces (eV/Å) of the 6 atoms listed first:
0.07 -0.16 -0.22
-0.05 0.21 0.02
-0.03 -0.12 0.15
0.14 -0.19 -0.12
0.64 0.57 0.46
-0.21 0.34 -0.04

Results
* ΔE to the lowest compared entry with this formula, charge and spin: 0.911 eV
* total charge: 0
* highest occupied orbital energy: -8.3 eV
* HOMO-LUMO gap: 0.3428 Eh



Entry 2:
C48H95Br27ClN4 | ωB97M-V with the def2-TZVPD basis set

Each line ends with the Mulliken charge.
CARTESIAN COORDINATES (ANGSTROEM)
C1 7.630 -2.526 2.694  -0.498
C2 6.545 -1.527 2.227  -0.541
C3 7.160 -0.464 1.299  -0.081
C4 6.120 0.551 0.780  -0.203
C5 6.187 1.924 1.472  0.541
C6 5.245 2.974 0.791  -0.755
C7 4.143 3.485 1.743  -0.970
C8 2.831 2.657 1.604  -0.599
C9 1.582 3.548 1.834  -0.863
C10 0.318 2.790 1.379  -0.476
C11 -0.888 3.699 1.078  -0.689
C12 -1.846 3.891 2.266  -1.114
C13 -2.635 2.612 2.630  -0.602
C14 -3.856 2.463 1.704  -0.173
C15 -4.729 1.274 2.119  -0.621
N1 -6.138 1.390 1.743  0.046
C16 -7.220 1.179 2.529  0.255
C17 -7.307 0.751 3.960  -0.664
C18 -7.947 -0.673 3.964  -0.846
C19 -7.569 -1.512 5.204  -0.521
Cl1 -7.587 -3.236 4.703  -0.119
N2 -8.324 1.405 1.810  -0.502
N3 -7.935 1.731 0.596  -0.666
N4 -6.657 1.707 0.561  1.549
C20 -5.966 2.020 -0.702  0.277
C21 -6.508 1.040 -1.782  -0.801
C22 -5.411 0.533 -2.716  -0.892
Br1 -4.339 -0.810 -1.773  -0.151
H1 7.179 -3.482 2.978  -0.025
H2 8.356 -2.737 1.907  0.247
H3 8.102 -2.119 3.590  0.075
H4 5.801 -2.103 1.665  0.323
H5 6.065 -1.076 3.100  0.277
H6 7.978 0.005 1.840  0.018
H7 7.558 -1.007 0.436  0.097
H8 5.112 0.147 0.937  0.256
H9 6.242 0.697 -0.296  -0.040
H10 7.202 2.343 1.455  -0.812
H11 5.889 1.826 2.520  0.280
H12 4.772 2.457 -0.048  0.361
H13 5.869 3.798 0.441  0.379
H14 3.906 4.537 1.567  0.525
H15 4.474 3.365 2.778  0.369
H16 2.760 2.227 0.603  0.429
H17 2.848 1.863 2.355  0.225
H18 1.722 4.478 1.280  0.455
H19 1.509 3.722 2.911  0.178
H20 0.072 2.062 2.161  0.325
H21 0.568 2.196 0.495  0.357
H22 -0.487 4.684 0.812  0.419
H23 -1.449 3.369 0.196  0.318
H24 -2.547 4.700 2.031  0.471
H25 -1.253 4.234 3.119  0.421
H26 -2.951 2.712 3.671  0.468
H27 -1.946 1.777 2.488  0.275
H28 -3.451 2.322 0.699  0.175
H29 -4.393 3.416 1.707  0.330
H30 -4.311 0.344 1.726  0.168
H31 -4.695 1.192 3.205  0.254
H32 -6.361 0.783 4.495  0.478
H33 -8.034 1.420 4.423  0.355
H34 -9.028 -0.607 3.841  0.379
H35 -7.587 -1.224 3.090  0.443
H36 -8.321 -1.386 5.980  0.358
H37 -6.585 -1.234 5.573  0.342
H38 -4.891 1.907 -0.631  0.134
H39 -6.264 3.040 -0.951  -0.384
H40 -7.367 1.456 -2.309  0.461
H41 -6.879 0.175 -1.227  0.449
H42 -4.768 1.335 -3.075  0.444
H43 -5.883 0.050 -3.569  0.343
Br2 11.738 -0.348 3.329  -0.161
C23 11.823 0.094 1.435  -0.601
C24 11.631 1.569 1.201  -0.208
Br3 9.756 2.052 1.391  0.020
H44 11.074 -0.513 0.935  0.278
H45 12.813 -0.214 1.110  0.392
H46 11.900 1.831 0.180  -0.134
H47 12.195 2.189 1.890  0.467
Br4 -6.118 -6.165 0.085  -0.147
C25 -5.294 -6.194 1.847  -0.581
C26 -5.532 -4.903 2.581  -0.228
Br5 -4.382 -3.473 1.927  -0.155
H48 -4.242 -6.419 1.705  0.463
H49 -5.773 -7.014 2.371  0.263
H50 -5.277 -5.010 3.632  0.427
H51 -6.550 -4.544 2.494  -0.041
Br6 13.378 -1.259 -1.697  -0.160
C27 12.366 -0.450 -3.148  -0.305
C28 11.090 0.186 -2.661  0.774
Br7 9.714 -1.141 -2.271  -0.027
H52 12.192 -1.230 -3.880  0.119
H53 13.027 0.304 -3.570  0.314
H54 10.667 0.819 -3.438  -0.044
H55 11.224 0.768 -1.756  -0.560
Br8 -6.149 5.958 -1.769  -0.141
C29 -7.899 6.587 -1.183  -0.613
C30 -8.073 6.422 0.302  -0.567
Br9 -8.403 4.559 0.768  -0.101
H56 -8.638 6.038 -1.757  0.376
H57 -7.934 7.638 -1.457  0.368
H58 -8.947 6.969 0.649  0.346
H59 -7.202 6.739 0.867  0.387
Br10 -8.337 -7.118 3.370  -0.156
C31 -9.327 -6.306 1.900  -0.370
C32 -10.543 -5.572 2.390  -0.117
Br11 -11.989 -6.790 2.862  -0.157
H60 -9.560 -7.103 1.201  0.485
H61 -8.632 -5.613 1.433  0.163
H62 -10.947 -4.945 1.601  -0.210
H63 -10.346 -4.963 3.268  0.338
Br12 6.026 -5.753 4.326  -0.155
C33 6.788 -5.870 6.114  -0.579
C34 6.580 -4.593 6.882  -0.579
Br13 7.799 -3.205 6.277  -0.103
H64 7.836 -6.123 5.994  0.372
H65 6.270 -6.696 6.596  0.341
H66 6.804 -4.739 7.937  0.330
H67 5.574 -4.199 6.779  0.367
Br14 8.118 3.244 -6.005  -0.070
C35 7.662 1.434 -5.456  -0.376
C36 6.452 1.422 -4.564  -0.638
Br15 6.890 2.015 -2.763  -0.118
H68 8.541 1.013 -4.978  -0.001
H69 7.462 0.895 -6.380  0.389
H70 6.070 0.409 -4.447  0.402
H71 5.658 2.067 -4.925  0.403
Br16 -11.365 -3.582 -0.793  -0.088
C37 -12.900 -4.740 -0.468  -0.198
C38 -13.894 -4.676 -1.594  -0.643
Br17 -14.930 -3.030 -1.530  -0.144
H72 -13.324 -4.436 0.484  -0.046
H73 -12.490 -5.743 -0.375  0.367
H74 -14.621 -5.480 -1.505  0.389
H75 -13.427 -4.719 -2.572  0.411
Br18 13.006 5.316 -1.074  -0.163
C39 11.324 5.022 -2.009  -0.587
C40 11.221 3.613 -2.522  0.420
Br19 12.316 3.334 -4.111  -0.119
H76 11.266 5.763 -2.800  0.432
H77 10.547 5.214 -1.273  0.375
H78 10.200 3.395 -2.836  0.213
H79 11.537 2.881 -1.789  -0.555
Br20 -8.399 1.324 -6.160  -0.124
C41 -8.945 -0.462 -5.609  -0.567
C42 -10.157 -0.424 -4.718  -0.571
Br21 -9.697 0.169 -2.922  -0.101
H80 -8.086 -0.916 -5.126  0.306
H81 -9.166 -0.996 -6.530  0.382
H82 -10.571 -1.423 -4.597  0.339
H83 -10.931 0.245 -5.078  0.379
Br22 -12.657 -2.187 3.679  -0.124
C43 -14.232 -3.291 3.991  -0.558
C44 -15.198 -3.210 2.839  -0.126
Br23 -16.189 -1.537 2.846  -0.132
H84 -14.667 -2.962 4.928  0.430
H85 -13.853 -4.306 4.103  0.250
H86 -15.951 -3.992 2.921  0.399
H87 -14.710 -3.279 1.872  -0.149
Br24 10.697 -3.450 -4.818  -0.106
C45 10.270 -5.286 -4.321  -0.571
C46 9.067 -5.370 -3.420  -0.616
Br25 9.487 -4.855 -1.592  -0.136
H88 11.163 -5.705 -3.870  0.389
H89 10.069 -5.792 -5.263  0.339
H90 8.719 -6.398 -3.352  0.355
H91 8.251 -4.733 -3.748  0.359
Br26 10.261 3.449 -9.326  -0.124
C47 9.646 5.242 -9.761  -0.612
C48 10.517 6.292 -9.126  -0.553
Br27 10.153 6.461 -7.220  -0.130
H92 8.611 5.307 -9.441  0.361
H93 9.694 5.309 -10.846  0.346
H94 10.304 7.272 -9.549  0.332
H95 11.575 6.077 -9.226  0.368

Cartesian forces (eV/Å) of the 6 atoms listed first:
-0.70 0.19 0.31
0.73 -0.57 -0.47
-0.98 -0.53 0.08
0.48 0.37 0.46
-0.42 0.32 -0.43
0.25 -0.49 0.90

Results
* total charge: +1
* highest occupied orbital energy: -10.6 eV
* HOMO-LUMO gap: 0.2801 Eh